Record 1
# C19H12Cl2F2IN3O6SW

C19H12Cl2F2IN3O6SW as an isolated structure (ωB97M-V/def2-TZVPD, the OMol25 dataset).

Summary:
ΔE to the lowest compared entry with this formula, charge and spin = 26.2 kcal per mole
Total charge = 0
E_HOMO (spin up / spin down) = -0.3180 / -0.3357 Ha
HOMO-LUMO gap (spin up / spin down) = 7.094 / 6.998 eV
F_max = 0.72 eV Å⁻¹
E_tot = -3229.93889 Ha
2S+1 = 3
<S²> = 2.042

Atoms and positions in Å:
1 W 0.24 -0.60 0.49
2 I -6.97 2.59 3.16
3 Cl 1.45 -2.29 -0.61
4 Cl -1.83 -2.18 -1.60
5 S -0.98 -3.01 2.54
6 F 5.34 1.29 0.49
7 F 3.98 -0.75 4.44
8 O -1.25 0.34 -0.21
9 O -0.20 0.49 2.17
10 O -0.36 2.43 3.11
11 O -2.42 -3.18 2.53
12 O 0.53 2.27 1.14
13 O -1.98 1.76 -1.77
14 N -0.43 -1.94 1.64
15 N 1.43 0.60 -1.03
16 N 0.00 1.82 2.14
17 C 2.98 1.90 -2.89
18 C -5.18 2.87 0.74
19 C -4.12 2.57 -0.09
20 C -4.49 1.12 2.25
21 C -5.36 2.14 1.91
22 C -2.12 1.25 -0.69
23 C 2.71 0.89 -0.73
24 C 2.15 -0.20 1.38
25 C 3.70 -0.36 3.19
26 C 3.51 1.55 -1.66
27 C 4.37 0.67 1.18
28 C 0.92 0.94 -2.22
29 C 2.44 -0.60 2.68
30 C 4.69 0.27 2.46
31 C -3.24 1.55 0.24
32 C -1.49 -3.83 -1.75
33 C 3.12 0.45 0.61
34 C 1.67 1.60 -3.18
35 C -3.42 0.82 1.42
36 H -1.89 -4.49 -0.99
37 H 4.54 1.79 -1.42
38 H 3.60 2.42 -3.61
39 H -2.74 0.03 1.69
40 H -4.64 0.55 3.16
41 H 1.21 1.86 -4.12
42 H -0.83 -4.13 -2.54
43 H -5.87 3.67 0.48
44 H -0.11 0.69 -2.39
45 H 5.67 0.45 2.88
46 H 1.70 -1.08 3.31
47 H -3.96 3.12 -1.01

Record 2
# C2H5NS

C2H5NS in the gas phase (ωB97M-V/def2-TZVPD, the OMol25 dataset).

Summary:
ΔE to the lowest compared entry with this formula, charge and spin = 91.6 kcal per mole
Total charge = 0
E_HOMO (spin up / spin down) = -0.3114 / -0.2913 Ha
HOMO-LUMO gap (spin up / spin down) = 8.802 / 6.890 eV
F_max = 3.17 eV Å⁻¹
E_tot = -531.99656 Ha

Atoms and positions in Å:
1 S 2.16 -0.27 -0.12
2 N 0.87 0.91 0.11
3 C -0.43 0.33 0.06
4 C -0.45 -1.12 0.09
5 H 0.36 -1.60 -0.31
6 H -1.28 -1.57 0.57
7 H -0.96 0.43 -0.94
8 H 0.93 1.98 -0.13
9 H -1.20 0.89 0.68

Record 3
# C35H44AgClO4Se

C35H44AgClO4Se as an isolated structure (ωB97M-V/def2-TZVPD, the OMol25 dataset).

Summary:
ΔE to the lowest compared entry with this formula, charge and spin = 47.7 kcal per mole
Total charge = -2
E_HOMO = -0.0442 Ha
HOMO-LUMO gap = 5.347 eV
F_max = 0.42 eV Å⁻¹
E_tot = -4669.64480 Ha

Atoms and positions in Å:
1 Ag -1.87 -0.56 -1.52
2 Se -0.16 -2.31 -1.76
3 Cl -6.48 -2.22 -7.70
4 O -2.58 1.54 -1.15
5 O -2.35 -0.13 -4.07
6 O -1.88 -1.72 0.70
7 O -3.77 -1.76 -2.01
8 C -0.88 5.46 -1.61
9 C 3.77 -4.54 1.52
10 C 0.69 3.11 -0.58
11 C -4.26 -0.72 -7.06
12 C 3.45 -3.16 2.11
13 C -0.43 0.76 -1.14
14 C -1.30 1.86 -1.03
15 C -2.96 4.30 -0.94
16 C 1.52 2.00 -0.65
17 C -1.19 -1.83 3.63
18 C -0.70 3.11 -0.77
19 C 0.92 0.76 -0.97
20 C -1.32 4.97 0.79
21 C 4.43 -2.14 1.54
22 C 3.52 3.43 -0.03
23 C 3.32 1.11 0.82
24 C 0.31 -2.35 0.07
25 C -3.31 -0.23 -6.22
26 C -2.63 -1.43 3.29
27 C 1.61 -2.66 0.43
28 C 2.01 -2.77 1.77
29 C 3.02 2.03 -0.37
30 C 3.68 -3.24 3.62
31 C -5.25 -1.61 -6.58
32 C -1.46 4.43 -0.64
33 C -5.25 -1.98 -5.27
34 C -0.58 -0.66 4.43
35 C -1.28 -3.06 4.56
36 C 1.03 -2.50 2.72
37 C -0.28 -2.15 2.43
38 C 3.79 1.53 -1.60
39 C -4.43 -1.98 -3.02
40 C -0.71 -2.06 1.06
41 C -4.28 -1.50 -4.37
42 C -3.24 -0.59 -4.81
43 H 0.42 -0.89 4.79
44 H 3.50 -2.28 4.11
45 H -6.01 -2.66 -4.90
46 H -1.86 5.92 0.90
47 H 4.80 -4.83 1.75
48 H 1.48 -0.16 -1.05
49 H -1.73 4.26 1.51
50 H -3.14 3.92 -1.95
51 H 3.03 3.83 0.86
52 H -3.46 3.61 -0.26
53 H 2.33 -2.84 -0.37
54 H 3.36 4.13 -0.85
55 H 4.72 -3.53 3.82
56 H 2.80 1.46 1.72
57 H 0.17 5.66 -1.42
58 H 3.65 -4.54 0.43
59 H 3.03 -3.98 4.09
60 H -3.15 -2.21 2.74
61 H -5.30 -2.66 -2.90
62 H -1.72 -3.90 4.02
63 H 1.15 4.07 -0.34
64 H -1.43 6.41 -1.53
65 H 1.31 -2.56 3.77
66 H 3.60 2.17 -2.46
67 H -2.68 -0.54 2.66
68 H 3.48 0.52 -1.87
69 H 4.87 1.51 -1.40
70 H -0.97 5.10 -2.64
71 H -1.90 -2.84 5.43
72 H -2.55 0.45 -6.57
73 H 4.60 3.39 0.17
74 H -3.41 5.30 -0.84
75 H 4.34 -2.06 0.46
76 H 4.24 -1.15 1.95
77 H 2.98 0.09 0.63
78 H -4.28 -0.42 -8.10
79 H 5.47 -2.42 1.77
80 H 3.10 -5.30 1.92
81 H -0.29 -3.37 4.92
82 H -1.22 -0.42 5.29
83 H -0.27 5.14 1.06
84 H -0.51 0.23 3.80
85 H 4.40 1.08 1.03
86 H -3.15 -1.24 4.23

Record 4
# C2H6NO

A 2-piece molecular cluster, C2H6NO overall (ωB97M-V/def2-TZVPD, the OMol25 dataset).

Summary:
ΔE to the lowest compared entry with this formula, charge and spin = 32.6 kcal per mole
Total charge = +1
E_HOMO = -0.5936 Ha
HOMO-LUMO gap = 11.610 eV
F_max = 3.23 eV Å⁻¹
E_tot = -209.47372 Ha

Atoms and positions in Å:
1 O -1.23 0.68 -0.06
2 N 1.26 -0.30 -0.03
3 C -1.54 -0.48 0.03
4 C 0.75 0.89 0.04
5 H 1.17 -0.72 -1.01
6 H 0.73 1.37 1.03
7 H 0.68 1.57 -0.89
8 H -0.83 -1.29 0.19
9 H 1.64 -0.95 0.75
10 H -2.63 -0.76 -0.04

Record 5
# C2H10NO5

A 4-piece molecular cluster, C2H10NO5 overall (ωB97M-V/def2-TZVPD, the OMol25 dataset).

Summary:
ΔE to the lowest compared entry with this formula, charge and spin = 4.5 kcal per mole
Total charge = -1
E_HOMO = -0.1983 Ha
HOMO-LUMO gap = 9.161 eV
F_max = 0.95 eV Å⁻¹
E_tot = -513.26536 Ha

Atoms and positions in Å:
1 O -3.64 0.73 1.38
2 O 3.56 -0.09 0.39
3 O -0.64 0.68 0.71
4 O 1.53 0.52 2.10
5 O -1.93 0.42 -1.10
6 N -0.32 -1.50 -2.12
7 C 0.25 -0.49 -1.20
8 C -0.86 0.31 -0.48
9 H 0.87 -0.94 -0.43
10 H 2.77 -0.02 1.01
11 H 1.56 1.40 2.49
12 H -1.28 -1.19 -2.26
13 H 0.76 0.46 1.45
14 H 3.48 0.70 -0.15
15 H 0.91 0.11 -1.83
16 H -0.44 -2.37 -1.61
17 H -3.88 0.43 0.49
18 H -2.69 0.84 1.18